No. 1
# C3H7NOS

An isolated molecule of C3H7NOS in a non-equilibrium geometry (ωB97M-V/def2-TZVPD, the OMol25 dataset).

CARTESIAN COORDINATES (ANGSTROEM)
C -0.386 -2.231 0.690
S 0.406 -1.154 -0.529
C -0.630 0.365 -0.221
C 0.096 1.695 -0.569
N 1.430 1.805 -0.323
O -0.615 2.618 -0.888
H -0.071 -3.247 0.429
H -0.057 -1.978 1.668
H -1.468 -2.188 0.624
H -1.569 0.356 -0.815
H -0.977 0.376 0.840
H 1.969 0.959 -0.188
H 1.871 2.625 -0.717

Its highest occupied orbital energy is -9.05 eV. The structure (SMILES) is CSCC(N)=O. Its relative energy (zero: lowest compared OMol25 entry of this formula, charge and spin) is 0.2447 eV. The orbital gap comes out at 9.843 eV.

***

No. 2
# C3H7NOS

A structure of composition C3H7NOS in a non-equilibrium geometry (ωB97M-V/def2-TZVPD, the OMol25 dataset).

CARTESIAN COORDINATES (ANGSTROEM)
C 1.156 -1.143 0.225
C 0.065 -0.467 -0.322
C 0.492 0.936 -0.652
H 2.130 -0.937 -0.458
H 0.991 -2.220 0.252
H 1.525 -0.531 1.164
H -0.104 1.429 -1.521
H 1.483 0.917 -1.045
H -0.941 1.620 0.393
H -3.400 -0.203 1.356
N -1.081 -0.929 0.059
O 0.214 1.506 0.683
S -2.528 0.020 -0.135

Its highest occupied orbital energy is -9.07 eV. Its relative energy (zero: lowest compared OMol25 entry of this formula, charge and spin) is 5.3286 eV. The orbital gap comes out at 8.837 eV.

***

No. 3
# C3H7NOS

A structure of composition C3H7NOS in a non-equilibrium geometry (ωB97M-V/def2-TZVPD, the OMol25 dataset).

CARTESIAN COORDINATES (ANGSTROEM)
C -1.603 0.659 2.094
C 0.092 -0.058 0.661
C 1.795 -0.739 -2.903
H -1.998 -0.482 1.961
H -1.735 1.013 3.214
H -2.301 1.480 1.576
H -0.756 -0.123 -0.291
H 0.294 -1.071 1.367
H 2.958 -0.850 -3.476
H 0.781 -1.245 -3.791
N 1.176 -0.186 -1.761
O -0.326 0.944 1.685
S 1.625 0.658 -0.334

Its highest occupied orbital energy is -8.72 eV. Its relative energy (zero: lowest compared OMol25 entry of this formula, charge and spin) is 7.2870 eV. The orbital gap comes out at 9.142 eV.

***

No. 4
# C3H7NOS

A cluster of 2 separate species, C3H7NOS in total in a non-equilibrium geometry (ωB97M-V/def2-TZVPD, the OMol25 dataset).

CARTESIAN COORDINATES (ANGSTROEM)
C -2.042 0.291 0.521
C 0.659 0.792 -0.620
C 1.368 0.124 0.387
H -2.764 -0.210 -0.246
H -1.022 -0.207 0.973
H -2.660 0.816 1.313
H 1.618 1.494 -0.754
H 0.268 0.284 -1.386
H 2.022 0.565 1.198
H 1.447 -2.749 -0.918
N 1.564 -1.177 0.313
O 0.599 -1.662 -0.559
S -1.058 1.639 -0.223

Its highest occupied orbital energy is -8.61 eV. Its relative energy (zero: lowest compared OMol25 entry of this formula, charge and spin) is 7.2457 eV. The orbital gap comes out at 8.263 eV.

***

No. 5
# C3H7NOS

An isolated molecule of C3H7NOS in a non-equilibrium geometry (ωB97M-V/def2-TZVPD, the OMol25 dataset).

CARTESIAN COORDINATES (ANGSTROEM)
C 0.862 -0.020 -2.615
N 0.682 0.699 -1.582
O -0.335 0.141 -0.801
C -0.504 1.028 0.255
S -1.546 0.206 1.497
C -0.316 -0.950 2.061
H 0.371 -1.013 -2.787
H 1.644 0.344 -3.249
H 0.491 1.346 0.656
H -1.067 1.914 -0.079
H 0.483 -0.516 2.680
H -0.848 -1.680 2.743
H 0.083 -1.499 1.221

Its highest occupied orbital energy is -8.87 eV. The structure (SMILES) is C=NOCSC. Its relative energy (zero: lowest compared OMol25 entry of this formula, charge and spin) is 3.0370 eV. The orbital gap comes out at 9.897 eV.

***

No. 6
# C3H7NOS

An isolated molecule of C3H7NOS in a non-equilibrium geometry (ωB97M-V/def2-TZVPD, the OMol25 dataset).

CARTESIAN COORDINATES (ANGSTROEM)
N -2.300 0.211 0.291
C -1.206 -0.206 -0.421
O -1.276 -0.958 -1.367
C 0.076 0.429 0.025
C 1.314 -0.365 -0.395
S 2.841 0.431 0.159
H -3.229 -0.088 0.049
H -2.190 0.561 1.227
H 0.174 1.428 -0.380
H 0.076 0.585 1.103
H 1.390 -0.361 -1.481
H 1.258 -1.408 -0.096
H 3.071 -0.261 1.284

Its highest occupied orbital energy is -9.15 eV. The structure (SMILES) is NC(=O)CCS. Its relative energy (zero: lowest compared OMol25 entry of this formula, charge and spin) is 0.0916 eV. The orbital gap comes out at 9.918 eV.

***

No. 7
# C3H7NOS2

A structure of composition C3H7NOS2 in a non-equilibrium geometry (ωB97M-V/def2-TZVPD, the OMol25 dataset).

CARTESIAN COORDINATES (ANGSTROEM)
N 1.920 0.941 -0.380
C 0.862 -0.061 -0.243
C 1.361 0.109 1.304
O 0.674 0.601 2.172
C -0.671 0.093 -0.194
S -1.731 -1.383 -0.455
S -3.831 -0.945 -0.376
H 1.698 1.814 -0.845
H 2.850 0.721 -0.710
H 0.962 -1.164 -0.339
H 1.735 -0.927 1.577
H -0.983 0.080 0.850
H -1.001 1.044 -0.675
H -3.847 -0.924 -1.685

Its highest occupied orbital energy is -8.38 eV. Its relative energy (zero: lowest compared OMol25 entry of this formula, charge and spin) is 5.0672 eV. The orbital gap comes out at 8.499 eV.

***

No. 8
# C3H7NOS2

An isolated molecule of C3H7NOS2 in a non-equilibrium geometry (ωB97M-V/def2-TZVPD, the OMol25 dataset).

CARTESIAN COORDINATES (ANGSTROEM)
C -0.712 -0.955 0.173
C -0.068 -0.071 1.138
C 1.956 0.169 -0.761
N -1.853 -0.885 -0.402
O 0.156 2.065 -0.569
S -2.870 0.370 -0.082
S 0.962 1.319 0.331
H -0.013 -1.680 -0.003
H 2.461 -0.600 0.003
H -0.693 0.443 1.720
H 0.602 -0.534 1.708
H 2.642 0.858 -1.167
H 1.343 -0.208 -1.421
H -3.910 -0.291 -0.666

Its highest occupied orbital energy is -8.55 eV. Its relative energy (zero: lowest compared OMol25 entry of this formula, charge and spin) is 3.8674 eV. The orbital gap comes out at 9.107 eV.